No. 1
BrTi as an isolated structure. Source: the Open Molecules 2025 dataset; level of theory: ωB97M-V with the def2-TZVPD basis set.

```
2
Properties=species:S:1:pos:R:3:forces:R:3
Ti -0.4673 -0.3165 1.1412 0.40 0.27 -0.97
Br 0.4673 0.3165 -1.1412 -0.40 -0.27 0.97
```
Positions in Å, forces in eV/Å.

Results
Energy above the lowest of the compared OMol25 structures with the same formula, charge and spin: 0.4 kJ/mol
Max |F|: 1.08 eV/Å
E: -3423.391567 hartree
Highest occupied orbital energy (spin up / spin down): -7.36 / -9.57 eV
Spin multiplicity: 4
⟨S²⟩: 3.755
Frontier orbital gap (spin up / spin down): 6.533 / 8.928 eV



No. 2
A 8-piece molecular cluster, C22H34BF4O10 overall. Source: the Open Molecules 2025 dataset; level of theory: ωB97M-V with the def2-TZVPD basis set.

```
71
Properties=species:S:1:pos:R:3:forces:R:3
B 18.7092 -55.8947 -33.0565 1.67 0.29 -1.06
F 18.8071 -54.5551 -33.4666 -0.33 -0.10 0.39
F 17.4809 -56.4269 -33.2706 -2.58 -0.10 0.49
F 19.5256 -56.6858 -33.8516 1.38 -0.56 -1.19
F 19.1710 -56.0653 -31.7635 -0.25 0.35 1.23
C 19.3538 -51.3337 -33.5570 2.03 2.17 -4.22
O 18.0971 -51.0778 -33.1620 -0.96 4.78 -2.57
H 19.8967 -50.3818 -33.8555 -0.22 -1.14 1.32
H 19.6000 -51.9841 -34.4198 -1.57 0.46 -1.47
H 19.7264 -52.0726 -33.0131 2.94 -1.95 4.12
H 17.8335 -51.7967 -32.7275 -2.19 -4.36 2.74
C 22.0454 -54.8924 -32.3463 -1.86 -0.61 -2.61
O 21.2249 -53.9910 -31.5374 -1.74 -1.13 -1.99
H 23.1389 -54.8175 -32.4592 -0.54 0.80 0.69
H 21.5953 -55.0484 -33.5211 1.19 0.66 3.19
H 21.7240 -55.7133 -31.7589 1.12 -2.32 -0.50
H 20.3755 -54.5915 -31.7355 1.93 2.68 1.30
C 18.1211 -56.9778 -28.0773 1.63 -2.82 -2.50
O 18.5309 -58.1290 -27.2954 7.26 9.92 3.13
H 18.0639 -57.1893 -29.2308 -0.51 0.29 2.28
H 18.7925 -56.1734 -27.9722 1.21 0.65 0.38
H 17.3238 -56.8211 -27.4853 -3.89 1.95 0.38
H 18.1560 -58.8213 -27.5231 -5.69 -9.98 -3.73
C 14.2833 -57.6473 -33.7762 1.03 3.70 2.96
O 14.7442 -58.7083 -34.4224 4.90 -4.09 -0.51
H 15.0245 -56.7476 -33.8494 -1.50 -1.04 -0.05
H 14.2420 -57.8760 -32.7001 -0.23 0.38 0.12
H 13.2841 -57.3653 -34.0607 -0.31 0.08 -0.60
H 15.7083 -58.9720 -33.9627 -3.98 0.99 -1.94
C 16.7290 -62.2146 -32.0706 -0.50 -1.72 -0.50
C 16.2258 -60.9551 -31.9105 -1.59 1.06 1.17
C 17.1324 -59.8794 -32.0179 -2.43 -1.16 0.50
C 18.4032 -60.0227 -32.4222 3.29 -1.70 -2.39
C 18.9676 -61.3216 -32.6687 -4.47 -0.23 0.72
C 18.0367 -62.4238 -32.5592 3.57 -0.09 0.68
O 18.5666 -63.7373 -32.9007 -0.84 0.27 0.44
O 16.6837 -58.6608 -31.7436 -3.20 -1.19 2.08
H 15.9679 -62.9853 -31.8084 1.25 -0.02 -0.72
H 15.0525 -60.8322 -31.6284 3.27 0.03 -0.62
H 18.9123 -59.1652 -32.9151 0.02 -0.28 1.24
H 19.9737 -61.4838 -32.9411 0.82 -0.04 -0.51
H 19.4411 -64.0774 -32.5634 -1.45 1.59 -0.04
H 17.1800 -58.1068 -32.2451 2.33 3.66 -2.07
C 15.8710 -51.0864 -29.6239 -0.18 -0.63 0.82
C 15.5345 -51.7551 -30.8375 3.47 -0.63 3.38
C 16.2151 -52.9179 -31.2161 -1.18 -1.92 -2.98
C 17.0268 -53.5849 -30.4139 -0.41 6.14 5.55
C 17.3979 -52.9185 -29.1947 -2.06 0.58 -1.30
C 16.8054 -51.7327 -28.7896 -0.06 0.45 0.33
O 17.1747 -51.1961 -27.5384 -1.80 1.12 0.38
O 16.0135 -53.5381 -32.4745 -0.98 0.89 -0.29
H 15.4300 -50.1632 -29.0857 0.21 -1.42 -1.82
H 14.7859 -51.5162 -31.4244 -3.49 1.85 -2.86
H 17.6932 -54.2675 -30.4462 3.57 -5.61 -2.08
H 18.1314 -53.3932 -28.6346 1.18 -0.57 1.28
H 16.4408 -50.5965 -27.1281 1.89 -1.73 -1.55
H 16.4045 -54.4330 -32.6627 -0.11 1.36 1.10
C 17.5753 -54.1918 -37.5944 3.98 -0.03 -1.86
C 18.4846 -55.0165 -36.9567 -0.49 1.15 -0.12
C 19.8426 -54.8187 -37.1685 -0.25 -2.24 2.53
C 20.2249 -53.9176 -38.1147 5.82 -1.86 1.52
C 19.3326 -53.2893 -38.8832 3.10 2.43 -4.18
C 18.0349 -53.4058 -38.6962 -4.30 -0.76 0.96
O 17.1086 -52.9093 -39.6212 2.18 0.60 0.13
O 20.7108 -55.6038 -36.3782 1.72 2.52 -3.89
H 16.6301 -54.3822 -37.3200 -3.71 -0.08 0.36
H 18.0817 -55.7575 -36.2887 0.27 -0.10 0.45
H 21.4173 -53.8733 -38.2975 -3.02 0.20 0.31
H 19.8709 -52.8018 -39.7852 -1.77 -0.36 1.38
H 16.2809 -53.2006 -39.3125 -1.74 -0.43 0.41
H 20.3044 -56.0212 -35.6702 -1.82 -1.04 2.24
```
Positions in Å, forces in eV/Å.

Results
Energy above the lowest of the compared OMol25 structures with the same formula, charge and spin: 295.0 kJ/mol
Max |F|: 12.68 eV/Å
E: -2035.362205 hartree
Highest occupied orbital energy: -5.88 eV
Charge: -1
Frontier orbital gap: 8.179 eV



No. 3
One molecule with the formula C25H28N4O. Source: the Open Molecules 2025 dataset; level of theory: ωB97M-V with the def2-TZVPD basis set.

```
58
Properties=species:S:1:pos:R:3:forces:R:3
C 2.7816 -0.0951 -5.1133 0.03 -0.16 0.39
C 3.0797 -1.1193 -4.0221 0.00 -0.08 -0.50
O 3.0676 -0.5547 -2.7267 -0.06 0.15 0.33
C 1.8849 -0.3041 -2.1038 -0.08 0.10 0.16
C 0.6202 -0.6012 -2.6012 0.27 -0.12 -0.27
C -0.5021 -0.3330 -1.8359 0.02 0.24 0.20
C -0.4065 0.2276 -0.5703 -0.19 -0.05 -0.23
C -1.6546 0.4688 0.2692 -0.02 0.04 -0.05
C -1.6046 1.8402 0.8603 -0.15 -0.10 0.43
N -1.5456 2.9950 0.1213 -0.02 -0.15 -0.34
C -1.4750 4.0592 0.9768 0.01 0.22 0.53
C -1.3990 5.4203 0.7170 0.00 0.06 -0.09
C -1.3404 6.2758 1.7970 0.00 0.06 -0.11
C -1.3569 5.7928 3.1079 0.01 0.11 0.21
C -1.4322 4.4440 3.3742 0.00 -0.04 -0.07
C -1.4926 3.5544 2.3025 0.01 0.24 -0.40
C -1.5693 2.1349 2.1913 -0.03 -0.39 -0.31
C -1.6071 1.0666 3.2304 0.08 -0.15 -0.10
C -1.1399 -0.2417 2.5768 -0.08 0.27 0.29
N -1.8791 -0.4701 1.3553 -0.02 0.20 0.05
C -2.2723 -1.8107 1.0221 0.12 -0.36 -0.30
C -1.2472 -2.7439 0.3455 -0.07 0.18 0.25
C 0.0506 -2.9197 1.1355 -0.60 0.22 -0.02
N 0.9118 -3.8672 0.4830 0.53 -0.02 -0.24
C 1.8516 -3.6091 -0.4472 0.15 -0.10 -0.08
C 2.3631 -4.8224 -0.8460 0.01 0.12 -0.06
C 1.6512 -5.7641 -0.0920 0.06 0.17 -0.10
N 0.7784 -5.1710 0.6997 -0.53 -0.43 0.52
C 0.8597 0.5610 -0.0973 0.04 -0.05 -0.09
C 1.9863 0.2941 -0.8454 0.12 -0.10 -0.15
H 1.7821 0.3179 -4.9998 -0.07 0.04 -0.05
H 3.4976 0.7209 -5.0563 0.06 0.07 -0.03
H 2.8600 -0.5668 -6.0890 -0.01 -0.03 -0.13
H 4.0983 -1.4993 -4.1409 -0.18 -0.03 0.00
H 2.3876 -1.9685 -4.0800 0.09 0.04 0.05
H 0.4899 -1.0462 -3.5751 0.04 -0.03 -0.10
H -1.4768 -0.5679 -2.2433 -0.10 -0.05 -0.01
H -2.5268 0.3867 -0.3983 0.09 0.02 0.04
H -1.5316 3.0438 -0.8828 0.03 0.00 0.07
H -1.3859 5.7942 -0.2966 0.00 0.07 -0.08
H -1.2806 7.3411 1.6293 0.01 0.07 -0.03
H -1.3098 6.4983 3.9247 0.00 0.04 0.07
H -1.4463 4.0775 4.3900 0.00 -0.01 0.12
H -2.6278 0.9451 3.6042 0.03 -0.06 0.09
H -0.9639 1.3182 4.0759 0.02 -0.01 0.05
H -0.0533 -0.1836 2.4133 -0.01 -0.07 0.08
H -1.3293 -1.0788 3.2507 0.05 -0.03 -0.05
H -3.1376 -1.7412 0.3516 -0.04 -0.07 0.08
H -2.6122 -2.2846 1.9478 -0.08 0.00 -0.04
H -1.0001 -2.3695 -0.6479 -0.02 -0.15 0.04
H -1.7145 -3.7242 0.2298 0.01 -0.04 -0.04
H 0.5833 -1.9695 1.2069 0.00 -0.09 0.05
H -0.1665 -3.2981 2.1374 0.13 0.06 -0.04
H 2.0895 -2.6065 -0.7410 0.03 0.23 -0.04
H 3.1351 -5.0047 -1.5653 0.16 0.02 -0.13
H 1.7428 -6.8321 -0.0934 -0.01 -0.22 0.04
H 0.9649 1.0496 0.8597 0.01 0.08 0.10
H 2.9696 0.5408 -0.4765 0.12 0.04 0.04
```
Positions in Å, forces in eV/Å.

Results
Energy above the lowest of the compared OMol25 structures with the same formula, charge and spin: 0.0 kJ/mol
SMILES string: CCOc1ccc([C@@H]2c3[nH]c4ccccc4c3CCN2CCCn2cccn2)cc1
Max |F|: 0.86 eV/Å
E: -1263.710475 hartree
Highest occupied orbital energy: -7.71 eV
Frontier orbital gap: 8.350 eV



No. 4
A 2-piece molecular cluster, C5H10 overall. Source: the Open Molecules 2025 dataset; level of theory: ωB97M-V with the def2-TZVPD basis set.

```
15
Properties=species:S:1:pos:R:3:forces:R:3
C 2.1736 0.3079 -1.2460 0.73 -0.35 -0.14
C 1.4761 -0.0904 -0.1956 -0.73 -0.13 -0.16
C 1.9655 -0.5247 1.1584 0.42 1.21 -0.11
H 1.7433 0.4906 -2.2228 -0.30 0.23 0.21
H 3.2584 0.3605 -1.2299 0.03 -0.03 0.13
H 0.3970 -0.1049 -0.3093 -0.10 -0.08 -0.04
H 1.1384 -0.8290 1.7920 0.10 -0.44 -0.03
H 2.4000 0.3507 1.6543 0.00 -0.03 0.08
H 2.7785 -1.2412 1.0976 -0.18 -0.37 0.06
C -2.9705 0.6339 -0.4163 0.01 -0.10 -0.10
C -2.7217 -0.2613 0.5415 -0.44 0.55 -1.17
H -2.8406 1.7086 -0.3332 -0.59 -0.04 0.44
H -3.3326 0.2830 -1.3809 0.73 0.06 -0.16
H -2.7299 0.0261 1.5822 0.82 -0.26 0.11
H -2.5987 -1.2709 0.1561 -0.51 -0.22 0.88
```
Positions in Å, forces in eV/Å.

Results
Energy above the lowest of the compared OMol25 structures with the same formula, charge and spin: 219.2 kJ/mol
SMILES string: C=CC.C=C
Max |F|: 1.36 eV/Å
E: -196.424910 hartree
Highest occupied orbital energy: -9.51 eV
Frontier orbital gap: 10.663 eV



No. 5
One molecule with the formula C12H18N2OS. Source: the Open Molecules 2025 dataset; level of theory: ωB97M-V with the def2-TZVPD basis set.

```
34
Properties=species:S:1:pos:R:3:forces:R:3
C 2.2814 2.4610 0.9960 -0.61 -0.03 -5.79
C 2.5376 1.0339 0.4628 -7.69 5.82 2.71
C 3.5422 0.3240 0.4626 12.42 -2.22 -1.55
C 3.6080 -0.9657 -0.0638 0.27 -0.18 -1.82
C 4.8853 -1.5945 -0.4358 2.35 3.23 0.54
N 2.5635 -1.7265 -0.4848 -1.10 4.37 2.67
C 1.4584 -0.9318 -0.1697 -0.35 -0.17 -1.19
S -0.0200 -2.0111 -0.5566 0.10 4.14 1.94
C -1.3274 -0.5066 0.0110 -2.55 -5.03 -5.20
C -1.5889 0.3307 -1.3255 -0.74 3.14 11.05
C -2.7574 1.3093 -0.7367 3.32 -0.06 -3.74
C -3.9361 0.4390 -0.4534 -2.48 7.70 0.16
C -3.7700 -0.3938 0.7492 12.53 7.92 -2.30
C -2.6731 -1.3523 0.2614 5.25 9.76 14.52
O -2.5632 -2.0590 1.6463 3.96 -2.05 -3.73
N 1.4275 0.4514 0.2147 -5.29 -6.37 -2.10
H 2.8265 3.0916 0.1852 -0.64 -0.29 1.93
H 2.5701 2.5947 1.9722 0.85 0.51 2.10
H 1.1691 2.6364 0.8005 1.62 -0.13 0.66
H 4.5173 1.0265 0.3532 -1.46 -2.33 1.00
H 5.8333 -1.0790 -0.0285 -1.52 -0.09 -1.04
H 4.8531 -2.3639 0.2181 0.30 -3.77 1.06
H 4.9331 -1.7571 -1.5015 0.11 -0.60 -0.01
H -0.9574 0.0625 0.7896 0.74 0.67 1.72
H -0.7296 0.8394 -1.3076 3.34 2.10 -1.45
H -1.8259 -0.2770 -2.0052 -1.94 -4.21 -5.83
H -2.8459 1.8155 -1.7178 -1.01 0.57 0.66
H -2.3382 2.1194 -0.0483 -0.79 -1.61 -0.36
H -4.7582 1.4858 -0.4903 1.20 -3.36 1.04
H -4.2280 0.0488 -1.3800 -0.35 -1.54 -1.07
H -4.5353 -0.7845 0.8527 -12.74 -7.34 2.77
H -3.4626 0.2723 1.6697 -0.43 -1.61 -1.82
H -2.9957 -1.9208 -0.3319 -4.00 -8.32 -9.15
H -1.6936 -2.6186 1.3919 -2.69 1.39 1.63
```
Positions in Å, forces in eV/Å.

Results
Energy above the lowest of the compared OMol25 structures with the same formula, charge and spin: 996.9 kJ/mol
SMILES string: Cc1cc(C)nc(S[C@H]2CCCC[C@@H]2O)n1
Max |F|: 18.27 eV/Å
E: -1050.639746 hartree
Highest occupied orbital energy: -8.65 eV
Frontier orbital gap: 9.307 eV